Molecular formula: C72H220N18O29
Method: DFT, ωB97M-V/def2-TZVPD

Its spin multiplicity is 1. The value obtained for the energy relative to the best compared isomer or geometry (same formula, charge and spin) is 0.0 kcal per mole. The value obtained for the orbital gap is 8.48 eV. Its total energy is -6042.3524 a.u. The largest force on an atom is 0.06235 hartree/bohr. As for the net charge: 0.

Each line ends with the Mulliken charge.
Element x y z (Å)
C1 7.42723 -5.41812 -0.60291  -1.50
C2 5.92108 -5.36186 -0.13629  1.15
C3 5.39953 -3.95578 -0.29265  -1.21
O1 3.99901 -3.90395 -0.06120  0.30
C4 3.46472 -2.54790 -0.07944  -0.88
N1 5.18136 -6.30223 -0.96075  -0.69
H1 7.98727 -4.67918 -0.02983  0.35
H2 7.42008 -5.14242 -1.65744  0.35
H3 7.85713 -6.41185 -0.47728  0.37
H4 5.90891 -5.54806 0.93762  -0.12
H5 5.57353 -3.59777 -1.30737  0.33
H6 5.99102 -3.32737 0.37320  0.32
H7 3.62015 -2.02759 -1.02454  0.50
H8 3.92279 -2.01210 0.75193  0.74
H9 2.39508 -2.49625 0.12382  -0.50
H10 4.20724 -6.04710 -1.03890  0.28
H11 5.23599 -7.15669 -0.42501  0.31
C5 12.48549 3.21796 1.56442  -1.33
C6 11.05487 3.48573 1.12907  0.62
C7 9.93362 2.95044 2.16157  -0.89
O2 8.60061 2.96591 1.66192  -0.23
C8 7.70107 2.67034 2.76207  -0.53
N2 11.00290 4.90259 0.91938  -0.74
H12 12.58548 2.13988 1.69030  0.36
H13 12.72258 3.59128 2.56067  0.33
H14 13.20774 3.59406 0.83985  0.35
H15 10.78928 2.94900 0.21832  0.24
H16 9.90554 3.58479 3.04751  0.38
H17 10.14940 1.92073 2.44661  0.33
H18 7.84394 1.67708 3.18766  0.39
H19 6.69400 2.68937 2.34548  -0.07
H20 7.79877 3.40546 3.56092  0.35
H21 11.41259 5.25027 0.06418  0.22
H22 10.04580 5.21308 0.83192  0.21
C9 0.57516 3.92414 -3.36516  -0.44
C10 0.96056 2.87993 -4.40528  0.81
C11 2.29608 3.20667 -5.03481  -0.21
O3 2.35054 4.44988 -5.74572  -0.50
C12 3.61124 4.70496 -6.35179  -0.66
N3 0.93023 1.57290 -3.77451  0.56
H23 -0.38400 3.68667 -2.90503  -0.29
H24 0.44391 4.96563 -3.65873  0.60
H25 1.28711 4.03557 -2.54735  -0.63
H26 0.22737 2.82664 -5.21006  -0.05
H27 2.50813 2.41225 -5.75037  0.48
H28 3.09364 3.22770 -4.29215  0.18
H29 4.46900 4.72106 -5.67942  0.18
H30 3.59667 5.67900 -6.84080  0.30
H31 3.86064 3.89463 -7.03682  0.31
H32 1.46617 0.99347 -4.40470  -1.32
H33 1.59983 1.61216 -3.01940  -0.20
C13 -8.29436 -2.67656 -1.48298  -1.81
C14 -6.81471 -2.24092 -1.34259  0.88
C15 -6.26557 -1.51285 -2.61806  -1.60
O4 -4.81207 -1.48827 -2.56571  0.77
C16 -4.24219 -0.88500 -3.70764  -1.33
N4 -6.60587 -1.50758 -0.09166  1.06
H34 -8.57342 -3.22429 -0.58286  0.30
H35 -8.43993 -3.30631 -2.36066  0.46
H36 -8.96000 -1.82577 -1.62850  0.37
H37 -6.26401 -3.16897 -1.18910  0.03
H38 -6.58513 -0.47340 -2.54363  0.40
H39 -6.59225 -1.88239 -3.59008  0.63
H40 -4.60309 -1.39279 -4.60208  0.68
H41 -3.15714 -0.86933 -3.60503  0.18
H42 -4.61440 0.13896 -3.73997  0.30
H43 -7.00398 -1.98111 0.70670  -0.07
H44 -5.61746 -1.55639 0.11028  -1.14
C17 5.31380 7.11371 -3.76233  -1.47
C18 4.80392 5.89813 -2.94030  1.09
C19 5.29526 5.77188 -1.49343  -1.55
O5 4.75405 4.61771 -0.80793  -0.21
C20 5.00858 4.61004 0.57931  -0.46
N5 3.38114 5.83220 -2.83130  -0.64
H45 5.24482 7.05330 -4.84846  0.29
H46 6.32757 7.33837 -3.43083  0.39
H47 4.64271 7.93119 -3.49876  0.36
H48 5.20071 4.99318 -3.40044  0.09
H49 5.00188 6.66882 -0.94798  0.50
H50 6.38186 5.68590 -1.49229  0.53
H51 4.37467 5.28056 1.15953  0.19
H52 6.06369 4.83854 0.72973  0.42
H53 4.86190 3.59750 0.95527  -0.07
H54 3.25887 5.09624 -2.15048  0.27
H55 2.91918 5.56318 -3.68822  0.21
C21 -5.75556 5.16809 -0.54438  -1.11
C22 -4.31933 5.65796 -0.26730  0.36
C23 -4.09480 6.41394 1.06203  -1.18
O6 -2.80877 6.92563 1.17754  -0.14
C24 -2.63846 7.78836 2.29899  -0.50
N6 -3.33803 4.61898 -0.41241  -0.06
H56 -5.94838 4.46898 0.26937  0.09
H57 -5.79507 4.70561 -1.53061  0.20
H58 -6.30421 6.10881 -0.49824  0.51
H59 -4.14595 6.47612 -0.96634  0.39
H60 -4.33180 5.75342 1.89608  0.42
H61 -4.88045 7.16917 1.08431  0.45
H62 -1.87770 8.51884 2.02380  -0.01
H63 -2.29821 7.25039 3.18382  0.13
H64 -3.57017 8.32371 2.48180  0.47
H65 -3.50788 3.85736 0.22882  -0.28
H66 -2.54490 5.09788 -0.01029  0.17
C25 5.64775 -2.93518 -8.84517  -1.43
C26 4.33247 -2.68066 -7.91739  0.21
C27 4.60896 -1.56657 -6.87455  -0.94
O7 3.38204 -1.18910 -6.17954  0.09
C28 3.52413 -0.41207 -4.97986  -0.37
N7 3.22235 -2.32352 -8.75585  -0.66
H67 6.50082 -3.30799 -8.27826  0.39
H68 5.95898 -2.04004 -9.38364  0.34
H69 5.42388 -3.71692 -9.57103  0.38
H70 4.06688 -3.49442 -7.24258  0.39
H71 5.10153 -0.66970 -7.25017  0.37
H72 5.30959 -2.02648 -6.17763  0.35
H73 3.97226 0.54594 -5.24348  0.51
H74 4.01628 -0.99019 -4.19777  0.50
H75 2.53852 -0.08204 -4.65160  -0.57
H76 3.56323 -1.48402 -9.20211  0.36
H77 2.48441 -2.06635 -8.11601  0.24
C29 -3.73297 -6.41701 -3.98949  -1.32
C30 -4.62651 -5.15595 -3.95169  0.15
C31 -5.89466 -5.30071 -3.03804  0.12
O8 -6.75034 -6.34376 -3.55568  -0.42
C32 -7.80376 -6.82680 -2.70239  -0.65
N8 -3.90180 -3.99783 -3.47854  0.55
H78 -2.99568 -6.39235 -4.79192  0.31
H79 -4.29041 -7.35098 -4.06058  0.39
H80 -3.12162 -6.41531 -3.08708  0.16
H81 -4.87274 -4.93191 -4.98961  0.42
H82 -6.47021 -4.37810 -2.96310  -0.09
H83 -5.58873 -5.61118 -2.03899  0.28
H84 -8.31207 -7.66897 -3.17194  0.28
H85 -8.50611 -6.01177 -2.52770  0.24
H86 -7.50986 -7.22706 -1.73207  0.27
H87 -2.91374 -3.88337 -3.65388  0.13
H88 -4.29020 -3.06556 -3.46707  -0.38
C33 2.70427 -2.86566 8.32420  -0.91
C34 4.10147 -2.21495 8.40106  0.68
C35 4.16190 -0.88761 7.56226  -0.45
O9 3.09494 0.01847 7.73680  -0.40
C36 3.07687 1.04451 6.73520  -0.41
N9 4.53777 -2.07305 9.86551  -0.83
H89 2.53484 -3.78626 8.88267  0.37
H90 2.39122 -3.02941 7.29305  -0.18
H91 2.02233 -2.12916 8.74920  0.44
H92 4.75251 -2.92611 7.89263  -0.03
H93 4.32065 -1.23745 6.54221  0.25
H94 5.01564 -0.33107 7.94890  0.43
H95 2.70693 0.69362 5.77181  0.00
H96 4.06185 1.42397 6.46329  0.40
H97 2.38658 1.85328 6.97497  0.18
H98 4.05676 -1.30259 10.30723  0.32
H99 4.06983 -2.85909 10.29363  0.27
C37 -3.74127 0.78794 -8.26684  -1.63
C38 -3.17676 0.54805 -6.81381  0.71
C39 -1.70663 -0.03507 -6.62613  -0.05
O10 -0.75139 0.77739 -7.31819  -0.47
C40 0.55896 0.14413 -7.30823  -0.68
N10 -3.19923 1.76837 -6.04347  -0.45
H100 -3.84951 -0.20060 -8.71311  0.36
H101 -2.92055 1.29655 -8.77264  0.28
H102 -4.66177 1.37167 -8.27269  0.43
H103 -3.78663 -0.15133 -6.24194  -0.15
H104 -1.75128 -0.98303 -7.16230  0.61
H105 -1.46215 -0.28640 -5.59406  -0.10
H106 0.87461 -0.14343 -6.30535  -0.03
H107 1.35989 0.76132 -7.71530  0.36
H108 0.53918 -0.76396 -7.91079  0.53
H109 -2.38356 2.33129 -6.23816  0.37
H110 -3.08239 1.52293 -5.07074  -0.24
C41 2.06048 -3.90167 -3.06623  -1.37
C42 0.76271 -3.61706 -2.31836  1.33
C43 -0.26296 -2.95108 -3.33859  0.59
O11 -0.91324 -3.94470 -4.14170  -0.51
C44 -1.11332 -3.45975 -5.50248  -0.73
N11 0.19204 -4.88454 -1.81620  -0.64
H111 2.63420 -4.53570 -2.39024  0.20
H112 2.62884 -3.00438 -3.31104  0.04
H113 1.84107 -4.40715 -4.00668  0.47
H114 0.96909 -2.95467 -1.47767  -0.64
H115 0.37180 -2.31300 -3.95343  -0.11
H116 -1.01631 -2.30382 -2.88956  0.04
H117 -0.20880 -3.32331 -6.09522  0.30
H118 -1.75631 -2.58247 -5.57342  0.15
H119 -1.58764 -4.27371 -6.05074  0.39
H120 -0.58463 -4.70221 -1.19681  -0.04
H121 -0.11604 -5.40211 -2.62695  0.32
C45 -4.26953 -8.79701 5.66400  -1.43
C46 -5.02701 -8.41581 4.40071  0.33
C47 -5.05783 -6.87972 4.12109  -0.20
O12 -5.75888 -6.54440 2.92457  -0.43
C48 -5.58703 -5.18243 2.45160  -0.45
N12 -4.46300 -9.11393 3.28783  -0.69
H122 -4.18570 -9.88090 5.74315  0.36
H123 -4.64661 -8.40946 6.61042  0.36
H124 -3.31075 -8.29065 5.55252  0.30
H125 -6.05867 -8.76095 4.46897  0.31
H126 -4.04598 -6.47729 4.07309  0.01
H127 -5.50951 -6.39632 4.98735  0.29
H128 -5.72263 -4.42672 3.22530  0.31
H129 -6.30100 -5.10269 1.63184  0.24
H130 -4.62591 -4.93783 1.99938  0.13
H131 -3.46813 -8.98793 3.16760  0.24
H132 -5.02448 -8.82400 2.49994  0.29
C49 -0.69503 -2.84939 5.60251  -1.73
C50 -1.27180 -2.44095 4.21274  2.20
C51 -1.98823 -3.61297 3.51676  -0.11
O13 -1.16577 -4.78812 3.63541  -0.58
C52 -0.04617 -4.79443 2.68591  0.11
N13 -2.17068 -1.38296 4.64065  -0.15
H133 -0.36981 -1.96291 6.14701  0.57
H134 0.15954 -3.52566 5.58080  0.28
H135 -1.41198 -3.23673 6.32643  0.43
H136 -0.52819 -1.91795 3.61140  -0.84
H137 -2.12111 -3.32127 2.47496  -0.40
H138 -2.91317 -3.91188 4.00995  0.17
H139 -0.49472 -4.64741 1.70342  0.07
H140 0.55284 -5.70463 2.71447  0.44
H141 0.62687 -4.00737 3.02601  -0.30
H142 -2.78603 -1.11373 3.88635  -0.56
H143 -2.83331 -1.73372 5.31740  0.39
C53 -5.27184 0.49563 4.95994  -1.55
C54 -5.59421 -0.82416 4.21997  0.07
C55 -7.03434 -0.73232 3.67504  -1.07
O14 -7.44877 -1.86816 2.93843  -0.25
C56 -8.85896 -1.80296 2.59239  -0.86
N14 -4.75064 -0.80595 3.07397  1.66
H144 -4.21908 0.62588 5.21060  0.29
H145 -5.84480 0.38779 5.88091  0.52
H146 -5.63539 1.31325 4.33750  0.25
H147 -5.35729 -1.72570 4.78494  0.66
H148 -7.34142 0.13233 3.08668  0.27
H149 -7.62219 -0.71522 4.59278  0.51
H150 -9.13291 -0.92406 2.00880  0.33
H151 -9.61451 -2.00060 3.35277  0.33
H152 -8.97564 -2.64251 1.90710  0.27
H153 -4.90812 0.09834 2.65258  -0.66
H154 -5.01793 -1.40513 2.30609  -0.80
C57 1.45743 11.72464 1.53845  -1.44
C58 2.01938 10.49049 0.93783  0.53
C59 0.93864 9.41082 1.01037  -0.84
O15 1.46152 8.16379 0.65794  -0.25
C60 0.58547 7.07507 0.79119  -0.39
N15 2.51490 10.80512 -0.41087  -0.73
H155 2.29292 12.31021 1.92208  0.35
H156 0.84165 11.57101 2.42463  0.37
H157 0.96080 12.38128 0.82411  0.32
H158 2.79364 10.21762 1.65488  0.24
H159 0.14390 9.57574 0.28284  0.31
H160 0.44574 9.35450 1.98093  0.39
H161 1.20232 6.28825 0.35700  0.10
H162 -0.38318 7.22763 0.31522  0.31
H163 0.34661 6.75660 1.80589  0.17
H164 1.78815 11.24398 -0.95799  0.26
H165 2.59274 9.94276 -0.93085  0.28
C61 1.89860 3.70663 3.29744  -0.73
C62 1.05020 4.43440 4.27193  0.17
C63 -0.44303 4.46512 3.85316  -0.64
O16 -0.96917 3.08185 3.85543  0.03
C64 -2.20959 2.84642 3.28391  0.49
N16 1.20422 4.13731 5.64897  -0.71
H166 1.70062 2.63478 3.30452  -0.12
H167 2.94911 3.87109 3.53721  0.45
H168 1.76188 4.06776 2.27814  0.12
H169 1.47212 5.43898 4.30177  0.34
H170 -0.41200 4.85825 2.83700  0.27
H171 -1.02396 5.11765 4.50494  0.33
H172 -2.99479 3.52311 3.62102  0.52
H173 -2.47803 1.81066 3.49185  -0.89
H174 -1.97193 2.93776 2.22406  -0.05
H175 0.71946 4.78728 6.25117  0.30
H176 0.65928 3.30100 5.80304  0.26
C65 5.68179 -4.42578 4.26061  -1.81
C66 4.55195 -3.96980 5.17861  0.69
C67 3.32622 -3.36607 4.42585  0.47
O17 3.58535 -2.01749 3.97645  -0.49
C68 2.42802 -1.47725 3.23751  0.03
N17 4.24252 -5.13109 5.98865  -0.66
H177 6.53930 -4.83296 4.79631  0.48
H178 5.99172 -3.57374 3.65556  0.34
H179 5.30036 -5.16899 3.56044  0.38
H180 4.86499 -3.23234 5.91771  -0.15
H181 2.49111 -3.14356 5.09007  -0.54
H182 2.94403 -4.06384 3.68077  0.24
H183 1.65273 -1.37350 3.99663  0.19
H184 2.07275 -2.23267 2.53663  -0.41
H185 2.59373 -0.49318 2.79906  0.42
H186 4.39925 -5.92823 5.38857  0.33
H187 4.92520 -5.24107 6.72482  0.32
C69 -1.39448 -0.39286 1.51571  -0.22
C70 -1.01030 0.20638 0.13679  1.25
C71 0.45938 -0.14939 -0.30951  0.44
O18 1.53594 0.46086 0.50107  -0.14
C72 1.57389 1.86432 0.38500  0.34
N18 -1.98104 -0.26903 -0.77624  1.59
H188 -1.20739 -1.46114 1.40677  -0.22
H189 -2.44837 -0.22662 1.73882  -0.60
H190 -0.86489 0.05570 2.35620  0.58
H191 -1.19435 1.27963 0.18528  0.63
H192 0.62621 0.12956 -1.34993  -0.24
H193 0.63733 -1.22439 -0.28086  -1.05
H194 1.38160 2.17768 -0.64113  -0.20
H195 2.55489 2.22808 0.69065  -0.14
H196 0.82584 2.26520 1.06896  -0.23
H197 -1.67554 -0.06221 -1.71645  -1.16
H198 -2.83139 0.27312 -0.72074  -0.61
O19 -7.63348 1.21308 0.49969  -0.69
H199 -8.06663 1.45176 -0.31985  0.33
H200 -7.20642 0.37748 0.31092  0.17
O20 3.69345 2.23989 -2.08086  0.10
H201 4.03275 2.86353 -1.43885  -0.04
H202 4.45398 2.00514 -2.61257  0.17
O21 2.15915 -6.06855 -0.18006  -0.81
H203 2.78022 -5.44044 0.18870  0.17
H204 1.55420 -5.53409 -0.69447  0.67
O22 -0.54751 0.61784 5.44680  -0.83
H205 -0.87858 1.37188 4.95889  0.30
H206 -1.01366 -0.13143 5.07595  0.33
O23 -4.70572 0.99072 -0.92729  0.59
H207 -5.12957 0.13450 -0.86838  -0.34
H208 -5.05199 1.37501 -1.73268  -0.31
O24 -3.03194 -4.65919 -0.85125  -0.30
H209 -3.38917 -5.52839 -0.66932  0.21
H210 -3.51479 -4.35752 -1.62072  -0.03
O25 -1.79240 1.32593 -3.49997  1.43
H211 -0.84517 1.44187 -3.57444  -0.21
H212 -2.12550 2.19907 -3.29286  -0.11
O26 -5.11410 1.91598 1.67938  -0.53
H213 -4.87494 1.72280 0.77289  -0.06
H214 -6.07127 1.92340 1.67868  0.19
O27 -3.17296 3.79804 -3.07116  -0.55
H215 -3.15954 4.27504 -2.24138  0.27
H216 -2.80979 4.41371 -3.70778  0.23
O28 -5.58646 2.28604 -3.24083  -0.65
H217 -5.72895 2.12832 -4.17413  0.27
H218 -4.94353 2.99462 -3.21260  0.20
O29 -3.95387 -2.31568 0.44690  1.30
H219 -3.40806 -1.68947 -0.02870  -0.44
H220 -3.66083 -3.17283 0.13764  -0.58